C2H6N4 in the gas phase in a non-equilibrium geometry. Source: the OMol25 dataset; level of theory: wB97M-V/def2-TZVPD.

Last columns: bonded neighbours and bond lengths (Å).
Geometry (Å):
1 C 1.095 -0.382 -0.019  C2 1.512, N6 1.525, H7 1.128, H8 1.172
2 C 0.531 0.975 -0.375  C1 1.512, N3 1.697, H9 1.183, H10 1.121
3 N -1.135 0.730 -0.583  C2 1.697, N4 1.434, N5 1.395
4 N -1.493 0.350 0.752  N3 1.434, N5 1.468, H11 1.028
5 N -1.251 -0.633 -0.312  N3 1.395, N4 1.468, N6 1.339
6 N -0.089 -1.298 -0.310  C1 1.525, N5 1.339, H12 0.986
7 H 1.993 -0.789 -0.569  C1 1.128
8 H 1.327 -0.354 1.129  C1 1.172
9 H 0.708 1.793 0.460  C2 1.183
10 H 0.985 1.174 -1.380  C2 1.121
11 H -2.424 0.611 1.100  N4 1.028
12 H -0.246 -2.177 0.108  N6 0.986

Computed properties:
Lowest unoccupied orbital energy = 1.20 eV
ΔE to the lowest compared entry with this formula, charge and spin = 135.27 kcal per mole
SMILES string = C1Cn2[nH]n2N1
HOMO-LUMO gap = 0.36395 hartree
E_HOMO = -8.70 eV
Net charge = 0

Here are the Mulliken charges for atoms 1 to 2, given in e:
1. C -0.269
2. C -0.342